(1)
Density functional theory data (wB97M-V/def2-TZVPD) for a 2-piece molecular cluster, C3H10NO2S2 overall.

Each line ends with the Löwdin charge.
Atoms and positions in Å:
N1 0.566 -1.177 -1.982  0.158
C1 0.367 -0.682 -0.539  -0.397
C2 -0.037 -1.814 0.573  -0.249
O1 -0.576 -2.738 0.136  0.079
C3 -0.613 0.371 -0.319  -0.494
S1 -0.084 1.629 1.033  0.374
S2 -0.461 0.890 2.861  0.317
H1 0.028 -0.699 -2.725  0.093
H2 1.544 -0.951 -2.215  0.043
H3 0.395 -2.161 -2.051  0.085
H4 1.374 -0.327 -0.165  0.107
H5 0.065 -1.439 1.530  0.046
H6 -0.662 0.977 -1.242  0.072
H7 -1.624 -0.019 -0.240  0.087
H8 -1.741 0.937 3.031  -0.220
H9 1.275 0.094 -5.129  0.036
H10 1.811 1.375 -4.267  0.094
O2 1.074 0.599 -4.291  -0.232

Computed properties:
total energy: -1121.7310 Eh
charge: 0
HOMO (alpha / beta): -0.123 / -0.345 Ha
molecular weight: 156.25 u
spin multiplicity: 2
energy above the lowest of the compared OMol25 structures with the same formula, charge and spin: 93.1 kcal/mol
F_max: 6.2 eV Å⁻¹
frontier orbital gap (alpha / beta): 3.564 / 9.683 eV

***

(2)
Density functional theory data (wB97M-V/def2-TZVPD) for the molecule C3H6N2S.

Each line ends with the Löwdin charge.
Atoms and positions in Å:
C1 -0.037 0.946 1.077  -0.250
C2 -0.212 -0.101 1.867  0.134
C3 -0.585 1.113 -0.380  -0.476
N1 -0.348 -1.538 -0.760  -0.527
N2 0.978 -1.450 -0.666  -0.098
S1 -1.405 -0.362 -1.098  0.823
H1 0.274 1.929 1.325  0.071
H2 -0.621 -0.989 2.137  0.000
H3 -1.225 2.027 -0.554  0.095
H4 0.242 1.233 -0.969  -0.001
H5 1.491 -0.519 -0.842  0.111
H6 1.446 -2.289 -1.137  0.118

Computed properties:
total energy: -625.3847 Eh
charge: 0
HOMO (alpha / beta): -0.260 / -0.311 Ha
molecular weight: 102.16 u
energy above the lowest of the compared OMol25 structures with the same formula, charge and spin: 148.9 kcal/mol
F_max: 4.8 eV Å⁻¹
frontier orbital gap (alpha / beta): 7.224 / 8.915 eV